1.
Density functional theory data (ωB97M-V/def2-TZVPD) for a molecular structure, C22H34AsF5I2IrN4O2STe.

As for the gap between HOMO and LUMO (spin up / spin down): 7.65 / 5.51 eV. The LUMO energy (spin up / spin down) is -2.39 / -5.34 eV. The spin multiplicity is 5. As for the expectation value of S²: 6.0458. As for the net charge: +1.

```
73
Properties=species:S:1:pos:R:3:forces:R:3
Ir 0.4035 0.8941 -0.0800 -0.35 -0.06 -0.10
I 5.2210 1.9637 5.8819 -0.02 -0.01 -0.02
C 3.7036 1.5548 4.5535 0.00 0.00 -0.02
C 2.4562 1.1477 5.0257 0.03 0.00 0.05
C 1.4624 0.8715 4.1254 -0.01 0.00 -0.02
I -0.3849 0.2449 4.7804 -0.01 0.00 0.01
C 1.6661 1.0168 2.6931 -0.10 -0.08 -0.06
O 0.6868 0.6934 1.9622 0.08 0.13 0.09
C 2.9716 1.4645 2.2340 -0.02 0.00 -0.05
C 3.3234 1.8210 0.8083 -0.01 -0.07 -0.05
N 2.8056 0.9178 -0.2318 0.03 0.12 0.01
C 3.0452 1.4198 -1.5920 -0.05 -0.02 0.09
C 1.8748 1.3437 -2.5561 -0.07 0.02 0.03
C 2.1293 1.5322 -3.9048 -0.02 0.03 -0.06
C 1.0758 1.6873 -4.7880 0.03 -0.01 -0.02
C -0.2195 1.6645 -4.2960 0.00 0.01 -0.04
C -0.4111 1.4416 -2.9509 -0.01 -0.03 0.12
N 0.6129 1.2427 -2.1053 0.02 -0.05 -0.03
C 3.9399 1.6930 3.1715 0.07 0.01 0.04
H 2.2785 1.0459 6.0866 0.00 0.00 0.00
H 4.4122 1.9065 0.7417 0.01 0.00 0.01
H 2.8924 2.7997 0.6065 -0.03 0.07 -0.03
H 3.1923 -0.0115 -0.1237 -0.01 -0.05 -0.03
H 3.9084 0.9369 -2.0507 0.04 -0.03 -0.02
H 3.2844 2.4827 -1.5153 0.00 0.02 0.01
H 3.1544 1.5905 -4.2471 -0.02 0.00 0.01
H 1.2648 1.8480 -5.8420 -0.01 -0.01 0.04
H -1.0747 1.8258 -4.9369 0.03 0.00 0.02
H -1.3890 1.4475 -2.4909 0.06 -0.02 -0.02
H 4.9212 2.0167 2.8465 -0.02 -0.01 0.01
F 0.2228 4.7636 1.9419 0.06 0.02 0.01
Te -0.5620 4.0564 0.3288 0.27 0.29 0.19
F -1.4322 3.0575 1.8071 -0.03 -0.05 -0.05
F -1.1720 4.3045 -1.5334 -0.19 -0.03 -0.01
F -1.5874 2.1608 -0.4587 0.25 -0.03 0.00
F 0.5518 5.4773 -0.3085 0.06 -0.06 -0.12
O 0.8109 2.8562 0.0773 0.04 -0.08 0.08
C 1.7204 -5.2100 0.5464 -0.04 -0.05 -0.01
C 1.2417 -3.7687 0.5435 -0.04 0.02 0.03
N 0.3045 -3.4445 -0.5399 0.00 -0.02 -0.01
C -0.6444 -4.4897 -0.9566 0.04 0.05 0.04
C -1.7901 -4.6427 0.0341 -0.01 -0.04 0.01
C 0.0651 -2.1544 -0.8377 0.03 0.05 0.02
C -0.9163 -1.8426 -1.9222 0.02 -0.06 -0.01
N 0.6751 -1.1708 -0.2218 0.07 -0.14 -0.07
H 2.5321 -5.3038 1.2677 -0.03 0.00 -0.01
H 2.1049 -5.5023 -0.4321 0.00 0.01 0.04
H 0.9387 -5.9101 0.8428 0.03 0.02 -0.03
H 2.1199 -3.1317 0.4222 0.02 0.00 -0.04
H 0.7856 -3.5209 1.5103 0.02 0.02 -0.01
H -0.0951 -5.4205 -1.0571 0.03 -0.03 0.00
H -1.0100 -4.2562 -1.9510 -0.02 0.05 -0.02
H -1.4289 -5.0037 0.9996 -0.01 0.02 -0.03
H -2.5208 -5.3626 -0.3393 0.04 0.03 0.02
H -2.2897 -3.6865 0.2037 -0.01 -0.01 -0.01
H -0.5726 -2.2468 -2.8766 -0.01 0.01 0.02
H -1.0324 -0.7719 -1.9954 0.01 0.08 -0.01
H -1.8899 -2.2684 -1.6860 0.01 -0.01 -0.01
H 1.2206 -1.4899 0.5664 0.02 0.00 0.08
C -5.1644 -0.4882 0.9950 0.04 0.00 0.00
As -3.6895 0.6244 0.4349 -0.12 0.29 -0.13
C -4.0699 2.3249 1.2385 -0.10 -0.01 -0.02
C -3.9584 0.8647 -1.4618 -0.02 -0.02 0.03
S -1.9276 -0.4105 0.9688 0.13 -0.08 0.00
H -6.1109 0.0041 0.7709 0.04 0.00 0.00
H -5.0801 -0.6625 2.0654 -0.01 0.01 0.01
H -5.1087 -1.4413 0.4752 -0.01 -0.04 -0.02
H -5.1219 2.5344 1.0495 -0.06 0.01 0.02
H -3.4337 3.0842 0.7987 -0.13 -0.13 0.01
H -3.8773 2.2719 2.3061 0.01 0.00 0.02
H -5.0246 0.8326 -1.6794 -0.02 0.01 0.00
H -3.4558 0.0584 -1.9895 0.00 -0.07 -0.04
H -3.5348 1.8217 -1.7539 -0.02 0.01 0.05
```
Forces are in eV/Å.

Atomic partial charges in e from the Löwdin method, atoms 1 to 4: atom 1 (Ir): 1.362, atom 2 (I): 1.018, atom 3 (C): -0.709, atom 4 (C): -0.216

***

2.
Density functional theory data (ωB97M-V/def2-TZVPD) for a molecular structure, C15H12EuF9N4O4S in a non-equilibrium geometry.

As for the gap between HOMO and LUMO (spin up / spin down): 5.22 / 7.67 eV. The LUMO energy (spin up / spin down) is 2.36 / 2.36 eV. The spin multiplicity is 8. As for the expectation value of S²: 15.7596. As for the net charge: -1.

```
46
Properties=species:S:1:pos:R:3:forces:R:3
Eu 0.4754 -0.4405 0.6995 -2.24 -1.68 0.88
N -2.1666 -0.2350 0.6397 -0.23 0.53 -0.06
C -2.1383 0.9994 -0.1841 -0.20 -0.12 0.05
C -0.8703 1.7793 0.1376 0.01 0.86 0.23
O -0.8547 2.4046 1.2508 -0.19 -0.28 -0.36
N 0.1049 1.6155 -0.7316 -0.05 0.60 -0.03
C 1.4042 2.2677 -0.4083 -0.36 -0.15 0.02
C 2.0829 1.2288 0.4804 1.14 0.58 -0.39
O 1.8856 1.2708 1.7132 0.79 0.59 0.18
O 2.4471 0.1407 -0.1030 1.65 1.25 -0.44
H -2.7234 -0.9525 0.2017 0.04 -0.14 -0.09
H -2.5646 -0.0363 1.5473 -0.05 0.00 0.13
H -2.9990 1.6418 0.0146 -0.07 0.06 -0.05
H -2.1227 0.7186 -1.2296 -0.02 -0.10 -0.16
H 1.2602 3.2058 0.1236 0.06 0.07 0.07
H 1.9499 2.4050 -1.3392 0.01 0.02 -0.02
F -0.6398 -5.5556 -1.3520 0.09 -0.10 0.17
C -0.6006 -4.2237 -1.5702 0.08 -0.29 -0.26
F 0.1856 -4.0200 -2.6314 0.21 0.09 -0.03
F -1.8293 -3.8744 -1.9489 -0.36 0.23 0.09
C -0.1161 -3.3948 -0.3478 0.09 -0.34 0.28
O -0.1857 -2.1077 -0.6008 -0.39 -1.30 -1.01
C -1.0323 -3.7057 0.8971 -0.18 -0.79 -0.67
F -0.9953 -4.9772 1.3472 0.06 0.09 -0.03
F -2.3253 -3.4515 0.6262 0.03 0.09 -0.06
F -0.6861 -2.9088 1.8987 0.24 0.37 0.58
C 1.4018 -3.8352 0.0187 -0.49 -0.72 -0.43
F 2.1834 -2.7717 -0.0527 0.29 0.31 0.03
F 1.9132 -4.7704 -0.8169 -0.11 0.24 0.13
F 1.5383 -4.3464 1.2553 -0.05 0.06 0.17
N -1.7836 1.1731 3.5721 0.44 -0.26 -0.28
C -0.7860 0.3172 3.9533 -0.87 0.72 0.38
N -0.0225 -0.2961 3.1315 0.58 -0.41 0.59
C 0.9606 -1.0096 3.8116 0.22 -0.13 -0.13
C 2.0366 -1.6658 3.2114 -0.07 0.10 0.55
C 2.9492 -2.3245 4.0129 0.09 -0.16 0.05
C 2.8143 -2.3512 5.4042 -0.05 0.04 -0.03
C 1.7662 -1.6796 6.0151 0.04 -0.04 0.02
C 0.8607 -1.0055 5.2044 0.03 -0.07 0.13
S -0.4812 -0.0024 5.6637 -0.16 0.09 0.05
H -1.5486 1.6951 2.6877 -0.06 -0.06 0.22
H -2.1898 1.7201 4.3106 0.02 0.09 0.01
H 2.2125 -1.6003 2.1561 0.16 -0.10 -0.29
H 3.7924 -2.8254 3.5490 -0.07 0.05 0.03
H 3.5440 -2.8795 6.0110 -0.10 0.07 -0.08
H 1.6705 -1.6696 7.0970 -0.02 0.02 -0.14
```
Forces are in eV/Å.

Atomic partial charges in e from the Löwdin method, atoms 1 to 4: atom 1 (Eu): 1.642, atom 2 (N): -0.034, atom 3 (C): -0.194, atom 4 (C): -0.654

***

3.
Density functional theory data (ωB97M-V/def2-TZVPD) for C16H23NO6 in the gas phase.

As for the gap between HOMO and LUMO: 8.68 eV. The SMILES is COc1cc(C(=O)OCCN2CCOCC2)cc(OC)c1OC. The LUMO energy is 0.72 eV. As for the net charge: 0.

```
46
Properties=species:S:1:pos:R:3:forces:R:3
C 4.1731 2.8850 0.7730 0.00 0.21 0.03
H 5.1547 3.1935 1.1301 -0.09 0.04 -0.02
O 4.2635 1.4912 0.5992 -0.18 -0.45 -0.12
C 3.1623 0.8173 0.1349 0.06 -0.08 0.01
C 1.9628 1.4527 -0.1530 -0.22 0.02 -0.07
C 0.8670 0.7419 -0.6259 0.48 -0.20 0.12
C 0.9597 -0.6333 -0.8249 -0.04 0.04 -0.01
C 2.1418 -1.2857 -0.5327 0.25 0.04 0.10
C 3.2646 -0.5725 -0.0481 -0.03 -0.23 -0.05
O 4.3387 -1.3652 0.1840 -0.48 0.14 -0.14
C 5.5584 -0.8478 0.6649 0.52 0.09 0.19
H 5.9945 -0.1259 -0.0283 -0.03 -0.07 0.07
H 6.2148 -1.7139 0.7484 -0.03 0.07 0.00
H 5.4433 -0.3821 1.6455 0.02 -0.05 -0.09
O 2.3412 -2.6234 -0.6740 0.19 0.33 0.10
C 1.2617 -3.4154 -1.1074 -0.18 -0.12 -0.07
H 0.9411 -3.1423 -2.1182 0.00 0.00 0.04
H 0.4091 -3.3463 -0.4240 0.02 0.02 -0.03
H 1.6357 -4.4378 -1.1142 -0.07 0.05 -0.02
H 0.1110 -1.1682 -1.2142 -0.06 -0.10 -0.01
C -0.3746 1.4893 -0.8933 -0.16 0.36 -0.06
O -0.4833 2.6913 -0.8106 -0.01 -0.15 0.00
O -1.3949 0.6834 -1.2404 0.25 -0.24 0.04
C -2.6449 1.3072 -1.5031 -0.50 0.53 0.14
H -3.2141 0.5827 -2.0884 0.07 0.06 0.04
C -3.4103 1.7246 -0.2279 0.25 -0.04 -0.32
N -3.8417 0.7174 0.7010 0.06 -0.17 -0.02
C -2.9159 0.2214 1.6990 0.05 -0.31 0.01
C -2.2196 -1.0834 1.2907 0.17 0.30 0.16
O -3.1606 -2.0705 0.9167 -0.12 -0.08 0.09
C -3.9533 -1.6160 -0.1589 -0.25 0.17 -0.09
C -4.7125 -0.3352 0.2209 0.14 -0.22 0.08
H -5.2904 0.0296 -0.6292 -0.08 -0.01 -0.02
H -5.4042 -0.5834 1.0359 -0.07 -0.08 -0.13
H -4.6528 -2.4239 -0.3829 0.02 0.07 -0.07
H -3.3119 -1.4400 -1.0356 -0.06 -0.02 0.02
H -1.6615 -1.4984 2.1320 0.02 0.06 -0.03
H -1.5308 -0.8959 0.4568 -0.07 -0.06 0.14
H -2.1691 0.9858 1.9169 0.01 0.03 0.05
H -3.4987 0.0287 2.6091 0.15 -0.02 0.05
H -2.7879 2.4358 0.3198 -0.09 0.05 -0.09
H -4.3053 2.2559 -0.5737 0.09 0.09 -0.07
H -2.4729 2.2102 -2.0991 -0.08 -0.15 0.01
H 1.8425 2.5146 -0.0195 0.04 0.10 0.03
H 3.9528 3.3959 -0.1691 -0.01 -0.01 0.04
H 3.4168 3.1510 1.5177 0.01 0.00 -0.04
```
Forces are in eV/Å.

Atomic partial charges in e from the Löwdin method, atoms 1 to 4: atom 1 (C): -0.074, atom 2 (H): 0.096, atom 3 (O): -0.112, atom 4 (C): -0.172

***

4.
Density functional theory data (ωB97M-V/def2-TZVPD) for 3 unconnected molecules or ions with the total composition C5H14NO in a non-equilibrium geometry.

As for the gap between HOMO and LUMO: 5.73 eV. The LUMO energy is -7.14 eV. As for the net charge: +1.

```
21
Properties=species:S:1:pos:R:3:forces:R:3
C -1.2085 -1.6826 1.4281 0.56 -0.15 0.16
C 0.0151 -1.3766 0.6623 0.44 0.96 0.34
C 0.0912 -1.1388 -0.7064 -0.19 -1.57 -1.34
C 1.2637 -0.6956 -1.2912 -1.30 0.22 0.54
C -1.0588 -1.6099 -1.6201 0.98 1.20 0.87
N 1.7791 3.7266 0.3599 -0.85 0.19 0.98
H -1.1921 -1.1278 2.3761 -0.07 0.43 -0.28
H -2.1599 -1.5870 0.8918 0.46 0.01 0.10
H 0.9842 -1.1808 1.1438 -0.57 -0.35 0.51
H -0.7955 0.5756 0.6945 -0.62 0.29 -0.35
H 2.0848 -0.2440 -0.7527 0.20 -0.29 0.14
H 1.2533 -0.6523 -2.3742 0.41 0.09 0.01
H -0.6203 -1.5912 -2.6275 -0.99 0.20 0.09
H -1.3366 -2.6260 -1.3786 -0.17 -0.20 0.08
H -1.8884 -0.9088 -1.3828 0.24 -0.52 -0.94
H 2.0518 4.2388 -0.4627 0.45 -0.47 -0.19
H 2.2997 2.9018 0.6130 0.50 0.12 -0.66
H 1.8799 4.3562 1.1473 -0.13 0.07 -0.06
H -1.1278 -2.6710 1.8888 0.09 -0.52 -0.32
H -0.9190 1.9941 0.9398 -0.58 0.48 -0.46
O -1.3959 1.2993 0.4506 1.11 -0.22 0.79
```
Forces are in eV/Å.

Atomic partial charges in e from the Löwdin method, atoms 1 to 4: atom 1 (C): -0.018, atom 2 (C): 0.021, atom 3 (C): -0.316, atom 4 (C): 0.272

***

We obtain ΔE to the lowest compared entry with this formula, charge and spin values of 1.162; 0.495; 2.338; 3.800 eV for the records listed above, in that order.
We obtain E values of -145008.6892; -84527.6748; -30738.4185; -8940.2080 eV for the records listed above, in that order.